Record 1
{
  "formula": "C27H44O27",
  "method": "the ωB97M-V functional and the def2-TZVPD basis",
  "species": ["O", "O", "O", "O", "O", "O", "O", "O", "O", "O", "O", "O", "O", "O", "O", "O", "O", "O", "O", "O", "O", "O", "O", "O", "O", "O", "O", "C", "C", "C", "C", "C", "C", "C", "C", "C", "C", "C", "C", "C", "C", "C", "C", "C", "C", "C", "C", "C", "C", "C", "C", "C", "C", "C", "H", "H", "H", "H", "H", "H", "H", "H", "H", "H", "H", "H", "H", "H", "H", "H", "H", "H", "H", "H", "H", "H", "H", "H", "H", "H", "H", "H", "H", "H", "H", "H", "H", "H", "H", "H", "H", "H", "H", "H", "H", "H", "H", "H"],
  "positions_angstrom": [[-1.3954, -1.9103, -13.1848], [2.1985, -2.3988, -12.3782], [-1.2244, -3.0130, -15.1088], [-0.7678, 2.0455, -10.3268], [0.5948, 7.0318, -10.3279], [-0.4784, 3.9953, -15.9186], [-3.2247, -1.4065, -7.8700], [3.9505, 5.0442, -13.2037], [-0.9419, 8.7070, -7.6543], [4.0280, 4.0907, -6.3588], [-2.0344, 6.8177, -8.2858], [0.7581, 1.7605, -11.9418], [-4.3350, -2.9458, -7.0715], [2.1744, 7.9709, -9.0051], [5.0498, 5.5794, -14.9365], [6.0421, 3.9732, -7.5581], [1.7872, 8.8782, -10.8808], [6.0422, 3.5151, -5.3444], [-0.2994, 6.8165, -6.7483], [6.2178, 4.8848, -12.9692], [-1.5893, 2.2818, -14.8866], [-2.1522, 4.3563, -14.3262], [0.7024, 3.6087, -10.6027], [-4.8887, -2.0591, -9.1611], [3.9003, -2.9142, -13.7570], [-2.3685, -0.9891, -15.0578], [3.9456, -1.1439, -12.2957], [-4.1647, -2.1601, -8.1984], [3.3710, -2.2175, -12.9285], [5.1890, 5.2255, -13.5761], [3.6336, 4.2743, -12.0630], [-0.4726, -4.0097, -14.4156], [1.8080, -1.3455, -11.4628], [3.0912, 9.2770, -10.5068], [3.1038, -0.6215, -11.2584], [-1.5441, -0.7289, -12.3683], [-1.1732, 3.0763, -9.4471], [5.4511, 3.8919, -6.4861], [1.4844, 7.8426, -10.1135], [-3.1694, 3.5659, -13.6984], [-1.3691, 3.5816, -15.1328], [0.2905, 2.4064, -11.0098], [-2.4985, 2.1774, -13.7957], [-0.1360, 9.0671, -6.5553], [3.3524, 4.5687, -7.4230], [0.0098, 4.0485, -9.5170], [-1.7106, -1.9277, -14.5015], [2.9438, 9.0638, -8.9997], [7.4834, 3.5405, -5.1976], [-5.2925, -4.0816, -7.2525], [0.5124, 7.7882, -6.1410], [6.1822, 5.4932, -15.8140], [-1.1279, 7.4005, -7.6464], [-2.9799, -0.1926, -8.6540], [4.3349, 3.4638, -11.8642], [3.6207, 4.9260, -11.1894], [-0.4603, 4.9832, -9.8228], [3.4531, -0.6590, -10.2265], [-0.8155, 9.4427, -5.7903], [7.8146, 3.4749, -4.1612], [2.9646, 0.4464, -11.4269], [1.5263, -1.7496, -10.4905], [3.5560, 5.5285, -7.8978], [3.1145, 3.8563, -8.2129], [-4.1933, 3.6554, -14.0615], [6.9133, 6.3017, -15.8107], [-2.0923, 3.6373, -9.6162], [-6.0442, -3.9117, -8.0233], [8.0216, 4.3754, -5.6463], [2.3420, 4.7604, -7.0620], [-3.7845, 0.5410, -8.6058], [0.6092, 4.0494, -8.6066], [-2.0251, 0.2125, -8.3188], [-3.0525, 3.9802, -12.6970], [-2.7992, -0.3988, -9.7089], [7.7160, 2.5831, -5.6638], [5.8571, 5.4127, -16.8513], [-0.7892, -4.2326, -13.3966], [3.8725, 8.9144, -8.4489], [-1.3355, 2.7021, -8.4363], [-0.8009, 0.0084, -12.6717], [-2.5506, -0.3240, -12.4738], [0.5664, -3.7089, -14.2816], [1.0599, -0.6365, -11.8176], [-3.3189, 1.4649, -13.8830], [2.3341, 9.7854, -8.4560], [0.5962, 9.8508, -6.7492], [-4.7682, -5.0140, -7.4625], [3.1598, 10.3270, -10.7911], [3.8904, 8.6604, -10.9180], [1.4290, 7.6094, -6.7031], [-5.7846, -4.2457, -6.2939], [0.6703, 7.6713, -5.0689], [-1.8938, 2.0246, -12.9017], [6.7884, 4.5971, -15.6815], [-0.5248, -4.9327, -14.9930], [2.6310, 3.8807, -11.8960], [-1.3579, -0.9427, -11.3158]],
  "atomic_forces_ev_per_a": [[0.346, -0.485, 0.314], [-2.961, -0.606, 0.370], [-0.909, 0.751, -0.034], [-1.904, -1.069, 0.412], [2.178, 1.437, 0.606], [-3.801, -1.366, 3.101], [4.077, 4.122, 0.051], [-1.734, -0.008, 0.102], [0.227, 0.883, -0.905], [4.736, -1.032, 2.493], [3.635, 1.746, 2.118], [-0.591, 1.260, 2.052], [-1.570, -1.863, -1.824], [-1.035, -4.784, 2.112], [1.206, 0.197, 1.400], [-1.463, 0.298, 2.002], [0.123, -0.410, -2.030], [-1.841, 1.543, 0.792], [-1.733, -1.242, -0.151], [-2.581, 1.598, -1.725], [-0.736, -0.097, -0.256], [0.103, 0.420, -1.946], [2.329, -1.033, -2.054], [0.416, -0.717, 0.154], [-0.816, 1.103, 0.923], [2.572, -3.960, 1.829], [0.922, 0.068, 0.050], [-3.950, -1.697, 0.795], [1.882, 0.319, 0.347], [2.492, -2.335, -1.388], [0.515, 0.142, 2.405], [0.697, -0.392, 0.759], [0.565, -0.226, 0.463], [-0.047, 1.965, 0.985], [0.137, 1.320, -0.639], [-0.276, 0.263, -0.953], [0.222, 0.705, 1.988], [0.288, -0.142, -2.287], [-3.602, -1.225, -0.999], [2.155, 0.067, 1.103], [3.385, 1.535, -2.230], [1.250, -0.537, -2.648], [-1.051, 0.773, 0.842], [-0.163, 0.993, 1.175], [-3.157, 0.723, -2.173], [-2.466, 1.002, 1.054], [-1.713, 3.617, -0.622], [1.809, 2.521, 0.085], [0.063, -1.383, -1.000], [0.539, 0.493, 0.525], [1.536, -0.309, -0.922], [0.837, -0.563, -0.314], [-3.573, -2.667, -1.449], [0.563, -0.568, -0.460], [0.221, 0.185, -0.336], [0.763, 0.305, 0.227], [0.819, 0.499, 0.844], [0.797, -0.813, -0.251], [0.018, 0.074, 0.153], [-0.933, 0.114, 0.158], [0.115, 0.028, -0.345], [-0.473, -0.527, -0.419], [1.225, 0.000, 0.243], [0.831, -0.381, -0.225], [0.325, 0.197, -0.519], [-0.428, 0.482, 0.628], [-0.203, -0.608, -1.198], [0.288, 0.385, 0.027], [-0.586, -0.006, -0.386], [-0.181, 0.025, 0.504], [-0.094, -0.297, 0.423], [0.050, 0.353, -0.170], [-0.311, -0.039, 0.512], [-0.974, -0.470, 0.333], [-0.387, -0.464, 0.036], [0.972, 0.286, -0.143], [-0.726, 0.196, 0.261], [-0.629, 0.251, -0.163], [0.012, -0.180, -0.164], [0.329, -0.496, -0.072], [-0.189, 0.059, -0.162], [0.067, -0.030, -0.059], [0.042, 0.175, -0.421], [-0.100, -0.685, -0.538], [0.793, -0.635, -0.521], [0.412, 0.970, -0.328], [-0.220, -0.017, -0.524], [0.359, 0.271, -0.224], [0.432, -0.198, -0.055], [-0.193, -0.068, -0.242], [0.652, 0.608, 0.613], [0.064, 0.402, -0.004], [-0.349, -0.273, -0.148], [-0.175, -0.328, 0.007], [-0.269, -0.219, 0.595], [-0.067, 0.323, -0.180], [-0.240, 0.070, -1.900], [0.013, -0.670, -0.263]],
  "lowdin_charge": [-0.035, 0.076, 0.020, 0.078, 0.152, 0.094, 0.044, 0.021, 0.090, -0.016, 0.096, 0.120, -0.018, 0.041, -0.027, 0.113, 0.094, -0.014, 0.056, 0.095, 0.078, 0.039, 0.072, 0.122, 0.150, 0.066, 0.063, -0.663, -0.566, -0.517, -0.028, -0.035, -0.090, -0.079, -0.128, -0.033, -0.094, -0.468, -0.555, -0.094, -0.495, -0.547, -0.125, -0.121, -0.146, -0.136, -0.498, -0.158, -0.017, -0.013, -0.131, -0.068, -0.530, 0.014, 0.104, 0.086, 0.114, 0.128, 0.137, 0.092, 0.111, 0.134, 0.094, 0.092, 0.130, 0.085, 0.135, 0.085, 0.099, 0.082, 0.108, 0.128, 0.086, 0.123, 0.070, 0.099, 0.089, 0.093, 0.144, 0.125, 0.072, 0.090, 0.087, 0.091, 0.128, 0.131, 0.129, 0.084, 0.142, 0.143, 0.115, 0.083, 0.143, 0.100, 0.089, 0.098, 0.070, 0.083],
  "homo_ev": -10.228,
  "smiles": "COC(=O)OC.COC(=O)OC.COC(=O)OC.COC(=O)OC.O=C1OCCO1.O=C1OCCO1.O=C1OCCO1.O=C1OCCO1.O=C1OCCO1",
  "lumo_ev": -0.08,
  "de_lowest_kcal_mol": 99.1,
  "largest_force_ev_per_a": 5.80,
  "total_charge": 0,
  "gap_ev": 10.146,
  "energy_ev": -83989.9082
}

Record 2
{
  "formula": "C22H23F2IrN3O3P",
  "method": "the ωB97M-V functional and the def2-TZVPD basis",
  "species": ["Ir", "P", "F", "F", "O", "O", "O", "N", "N", "N", "C", "C", "C", "C", "C", "C", "C", "C", "C", "C", "C", "C", "C", "C", "C", "C", "C", "C", "C", "C", "C", "C", "H", "H", "H", "H", "H", "H", "H", "H", "H", "H", "H", "H", "H", "H", "H", "H", "H", "H", "H", "H", "H", "H", "H"],
  "positions_angstrom": [[-0.0116, 0.3334, 0.0004], [1.6855, -1.2576, -0.6894], [3.1042, 4.4908, 1.7319], [-0.6451, 5.5997, -0.8357], [2.9643, 1.9825, -2.0036], [0.5451, -0.2460, 2.3620], [0.9306, 1.1664, -2.2216], [1.8131, 1.9829, -2.3265], [-1.6495, 1.5736, -1.1282], [-0.5215, -0.7473, 4.2668], [-1.6107, 2.8744, -0.7904], [-3.8674, 1.8043, -1.9478], [0.6267, -4.9699, 0.6868], [1.6131, 2.7779, 1.1178], [0.0559, 4.6685, -0.1657], [-1.4828, -1.4960, 2.1637], [-1.8511, -0.7209, 0.9116], [-2.7282, 1.0593, -1.7049], [-0.3284, -5.3570, -0.2397], [-0.3729, 3.3371, -0.1575], [-0.6663, -4.5067, -1.2819], [1.2153, 5.0742, 0.4652], [2.4487, -1.4057, -2.3487], [-3.8642, 3.1417, -1.5736], [-0.0396, -3.2827, -1.4011], [-2.7287, 3.6830, -1.0004], [0.4425, 2.3895, 0.4924], [1.9778, 4.1174, 1.1128], [1.2438, -3.7344, 0.5848], [-0.4114, -0.7691, 2.9393], [0.9360, -2.8976, -0.4806], [3.1455, -1.1988, 0.4105], [1.9723, -3.4313, 1.3225], [2.2477, 2.0670, 1.6254], [-1.4172, -4.8060, -1.9968], [1.5122, 6.1093, 0.4440], [2.8211, -1.1295, 1.4481], [-2.7081, 4.7202, -0.7180], [-1.0646, -2.4680, 1.8858], [-1.3132, -1.1487, 4.7426], [-2.6736, 0.0148, -1.9828], [0.8992, -5.6337, 1.4927], [3.0665, -2.3038, -2.3880], [-4.7370, 3.7568, -1.7357], [-2.5394, 0.0905, 1.1513], [-0.8100, -6.3186, -0.1464], [3.0774, -0.5399, -2.5434], [3.7673, -2.0809, 0.2602], [0.1806, -0.2749, 4.8182], [-2.2836, -1.3754, 0.1584], [-4.7245, 1.3550, -2.4241], [-0.3007, -2.6202, -2.2143], [1.6815, -1.4692, -3.1186], [-2.3537, -1.6686, 2.8045], [3.7287, -0.3105, 0.1669]],
  "atomic_forces_ev_per_a": [[-1.782, 1.122, -0.405], [0.378, -0.165, 0.475], [-0.239, -0.105, -0.129], [0.064, -0.173, 0.174], [-0.272, -1.784, 1.715], [0.428, 0.594, -1.065], [-1.154, -2.422, 2.389], [1.032, 4.292, -3.238], [1.194, -0.629, 1.377], [0.148, 0.105, 0.271], [-0.245, 0.283, -0.184], [0.237, 0.077, -0.079], [-0.036, -0.092, 0.094], [-0.062, -0.418, 0.301], [0.090, -0.381, 0.116], [0.165, 0.168, -0.083], [1.657, 0.755, -0.274], [-0.375, -0.243, -0.208], [0.045, -0.001, 0.073], [-0.051, -0.106, 0.241], [-0.099, -0.103, 0.013], [0.153, -0.045, 0.080], [-0.305, 0.337, 0.008], [0.118, -0.159, -0.012], [0.116, 0.087, 0.021], [0.062, -0.118, -0.171], [0.056, -1.011, -0.943], [-0.371, 0.062, -0.176], [0.097, 0.068, -0.076], [-0.560, -0.428, 0.017], [-0.187, 0.306, 0.108], [-0.377, 0.106, -0.031], [0.085, -0.032, 0.054], [0.087, -0.100, -0.027], [-0.055, -0.004, -0.094], [0.067, 0.118, -0.015], [0.028, -0.023, 0.001], [0.048, 0.082, 0.060], [0.030, -0.012, 0.089], [0.103, 0.003, -0.110], [-0.014, -0.024, 0.086], [-0.012, -0.069, 0.097], [-0.117, -0.105, 0.230], [-0.046, 0.040, 0.017], [0.107, 0.109, -0.207], [-0.026, -0.076, -0.012], [-0.086, 0.114, 0.053], [-0.038, -0.054, -0.030], [-0.047, -0.047, -0.076], [0.089, 0.095, -0.186], [-0.016, -0.073, -0.010], [-0.049, 0.050, -0.133], [0.016, 0.059, 0.006], [0.010, -0.071, -0.127], [-0.088, 0.041, -0.066]],
  "lowdin_charge": [1.154, 0.839, 0.097, 0.091, 0.016, -0.052, -0.146, -0.278, 0.007, 0.210, -0.199, -0.030, -0.068, -0.028, -0.199, -0.177, -0.180, -0.120, -0.062, -0.133, -0.066, 0.094, -0.215, -0.020, -0.107, 0.026, -0.155, -0.252, -0.091, -0.523, -0.388, -0.224, 0.103, 0.115, 0.112, 0.142, 0.034, 0.119, 0.114, 0.123, 0.117, 0.112, 0.069, 0.121, 0.061, 0.112, 0.036, 0.063, 0.133, 0.049, 0.115, 0.104, 0.051, 0.121, 0.054],
  "multiplicity": 2,
  "homo_ev": [-10.046, -9.977],
  "lumo_ev": [-4.49, -4.66],
  "de_lowest_kcal_mol": 100.7,
  "largest_force_ev_per_a": 5.47,
  "total_charge": 1,
  "gap_ev": [5.558, 5.316],
  "s2": 0.762,
  "energy_ev": -51352.1295
}

Record 3
{
  "formula": "C4H7NO2",
  "method": "the ωB97M-V functional and the def2-TZVPD basis",
  "species": ["O", "O", "N", "C", "C", "C", "C", "H", "H", "H", "H", "H", "H", "H"],
  "positions_angstrom": [[1.6542, 0.3923, 1.2249], [-1.7781, -1.1357, -0.1081], [0.0935, 1.4661, -0.8254], [1.4237, -0.3313, 0.2835], [0.3862, 0.0275, -0.7638], [-1.2165, 1.3248, -0.1515], [-1.0747, -0.1848, -0.2725], [0.3877, -2.5177, 1.4461], [1.9716, -1.2790, 0.1386], [0.6156, -0.4529, -1.7231], [0.0772, -2.7139, 0.8003], [-2.0592, 1.7696, -0.6911], [-1.2383, 1.6515, 0.8969], [0.7570, 1.9835, -0.2549]],
  "atomic_forces_ev_per_a": [[-0.036, -0.296, -0.476], [0.368, 0.512, -0.143], [0.164, 0.160, 0.030], [0.110, 0.220, 0.326], [0.146, -0.080, -0.096], [-0.279, 0.068, 0.084], [-0.338, -0.416, 0.130], [-0.014, -0.110, -0.005], [-0.090, 0.088, 0.048], [-0.001, 0.081, 0.139], [-0.038, -0.041, 0.099], [0.092, -0.097, 0.085], [0.016, -0.070, -0.127], [-0.100, -0.018, -0.095]],
  "lowdin_charge": [0.055, 0.104, 0.001, -0.241, -0.220, -0.093, -0.334, 0.063, 0.109, 0.148, 0.057, 0.119, 0.131, 0.102],
  "homo_ev": -9.911,
  "smiles": "O=C[C@@H]1NCC1=O.[H][H]",
  "lumo_ev": 0.44,
  "de_lowest_kcal_mol": 74.2,
  "largest_force_ev_per_a": 0.65,
  "total_charge": 0,
  "gap_ev": 10.351,
  "energy_ev": -9844.0616
}

Record 4
{
  "formula": "C6H9NO2",
  "method": "the ωB97M-V functional and the def2-TZVPD basis",
  "species": ["O", "O", "N", "C", "C", "C", "C", "C", "C", "H", "H", "H", "H", "H", "H", "H", "H", "H"],
  "positions_angstrom": [[0.1816, 1.5895, -2.1391], [-0.9578, 1.1157, 0.9865], [1.5916, 1.3105, -0.3879], [-1.7736, 0.4051, 0.4362], [0.4783, -0.5958, -1.3264], [0.3706, -1.7729, -1.5463], [0.7146, 0.8745, -1.3147], [2.1307, 0.5449, 0.7073], [-2.1713, -0.9615, 0.9067], [1.6252, 2.3179, -0.2972], [3.1555, 0.8651, 0.9053], [-1.4406, -1.3540, 1.6049], [-2.2733, -1.6260, 0.0541], [2.1278, -0.5102, 0.4360], [0.2780, -2.8149, -1.6619], [-2.4251, 0.8210, -0.3713], [1.5293, 0.6824, 1.6129], [-3.1416, -0.8913, 1.3948]],
  "atomic_forces_ev_per_a": [[-0.099, -0.084, 0.112], [-0.373, -0.639, -0.438], [0.062, 0.375, -0.064], [-0.668, 0.868, 0.747], [0.289, 0.096, -0.443], [0.004, 0.801, 0.401], [0.041, -0.334, -0.140], [-0.054, -0.119, 0.308], [0.445, 0.011, -0.166], [-0.056, -0.157, -0.182], [-0.061, -0.105, -0.043], [0.075, -0.059, 0.109], [-0.057, -0.123, -0.098], [0.090, 0.064, 0.101], [-0.081, -0.458, -0.130], [0.495, -0.132, -0.006], [0.088, -0.084, -0.095], [-0.139, 0.078, 0.026]],
  "lowdin_charge": [0.066, 0.025, 0.014, -0.318, -0.037, 0.149, -0.555, -0.079, -0.055, 0.152, 0.084, 0.081, 0.069, 0.077, 0.032, 0.132, 0.079, 0.083],
  "homo_ev": -9.645,
  "smiles": "C#CC(=O)NC.CC=O",
  "lumo_ev": 0.90,
  "de_lowest_kcal_mol": 59.6,
  "largest_force_ev_per_a": 1.33,
  "total_charge": 0,
  "gap_ev": 10.543,
  "energy_ev": -11950.7358
}

Record 5
{
  "formula": "CH5N3S",
  "method": "the ωB97M-V functional and the def2-TZVPD basis",
  "species": ["S", "N", "N", "N", "C", "H", "H", "H", "H", "H"],
  "positions_angstrom": [[-1.6038, 0.4971, 0.1123], [0.0840, 0.7410, 0.2427], [2.1381, 0.0233, -0.4228], [0.1209, -1.4558, -0.2951], [0.8847, -0.3580, -0.0196], [2.2650, 0.9990, -0.1221], [2.6245, -0.6436, 0.6816], [0.7130, -1.8881, -0.9084], [-1.9888, -0.6985, 0.7627], [0.3376, 1.2651, 1.2334]],
  "atomic_forces_ev_per_a": [[-1.270, 0.028, 0.409], [-0.232, 1.805, 4.849], [3.469, -3.197, 5.299], [2.605, 4.301, 2.380], [-6.161, -1.983, -2.550], [0.046, -0.344, -0.276], [-0.619, 2.508, -4.331], [1.846, -2.776, -2.025], [1.039, 1.175, -0.462], [-0.722, -1.517, -3.292]],
  "lowdin_charge": [0.677, -0.436, 0.085, 0.047, -0.724, 0.061, 0.260, -0.014, -0.108, 0.151],
  "homo_ev": -8.816,
  "lumo_ev": -0.05,
  "de_lowest_kcal_mol": 77.8,
  "largest_force_ev_per_a": 7.09,
  "total_charge": 0,
  "gap_ev": 8.764,
  "energy_ev": -16419.9477
}